Entry from the OMol25 dataset: C25H26N6O3 in the gas phase in a non-equilibrium geometry (ωB97M-V/def2-TZVPD).

Summary:
structure (SMILES)	COc1ccc(OC)c(NC(=O)C2CCN(c3cc(-c4ccccc4)nc4ncnn34)CC2)c1
spin multiplicity	1
LUMO energy	0.0197	Eh
energy above the lowest of the compared OMol25 structures with the same formula, charge and spin	9.2	kcal/mol
Kohn-Sham gap	8.189	eV

Each line ends with the Löwdin charge.
Cartesian coordinates (Å):
C -1.821 -4.191 1.185  -0.10
O -1.185 -3.297 0.304  -0.09
C 0.012 -2.769 0.679  -0.28
C 0.702 -3.099 1.833  -0.02
C 1.925 -2.503 2.112  -0.02
C 2.468 -1.569 1.254  -0.23
O 3.665 -0.911 1.446  -0.11
C 4.361 -1.154 2.642  -0.09
C 1.765 -1.226 0.082  -0.15
N 2.337 -0.221 -0.706  0.17
C 1.806 0.411 -1.779  -0.43
O 0.839 0.014 -2.397  0.08
C 2.564 1.684 -2.193  -0.21
C 2.900 2.623 -1.025  -0.12
C 1.655 3.455 -0.666  -0.14
N 0.447 2.796 -1.107  -0.05
C -0.251 1.924 -0.338  -0.18
C -1.505 1.432 -0.687  0.06
C -2.193 0.547 0.152  -0.21
C -3.515 0.021 -0.211  -0.16
C -4.381 0.700 -1.064  -0.03
C -5.618 0.164 -1.375  -0.09
C -6.006 -1.054 -0.842  -0.09
C -5.155 -1.730 0.017  -0.07
C -3.922 -1.195 0.335  -0.02
N -1.701 0.133 1.311  0.20
C -0.527 0.604 1.662  -0.35
N 0.166 0.355 2.763  0.15
C 1.273 1.080 2.616  -0.21
N 1.358 1.785 1.508  0.09
N 0.205 1.505 0.870  0.05
C 0.336 2.792 -2.553  -0.14
C 1.702 2.463 -3.193  -0.11
C 0.556 -1.830 -0.199  0.07
H -2.769 -4.443 0.713  0.09
H -2.009 -3.729 2.159  0.10
H -1.234 -5.105 1.324  0.09
H 0.310 -3.813 2.539  0.10
H 2.434 -2.777 3.022  0.11
H 5.231 -0.498 2.616  0.10
H 4.695 -2.194 2.706  0.10
H 3.750 -0.914 3.517  0.09
H 3.190 0.138 -0.300  0.13
H 3.490 1.358 -2.678  0.15
H 3.222 2.075 -0.140  0.09
H 3.712 3.290 -1.319  0.12
H 1.682 4.422 -1.177  0.13
H 1.613 3.627 0.407  0.11
H -1.945 1.725 -1.622  0.10
H -4.107 1.663 -1.470  0.11
H -6.284 0.701 -2.035  0.10
H -6.971 -1.470 -1.092  0.10
H -5.458 -2.676 0.441  0.10
H -3.245 -1.701 1.003  0.09
H 2.052 1.108 3.352  0.11
H -0.016 3.773 -2.891  0.13
H -0.380 2.032 -2.855  0.11
H 1.537 1.864 -4.088  0.12
H 2.228 3.374 -3.480  0.12
H 0.010 -1.572 -1.091  0.12

---

Entry from the OMol25 dataset: a molecular structure, C47H40AuN2OP2 (ωB97M-V/def2-TZVPD).

Summary:
charge	+1
spin multiplicity	1
LUMO energy	-0.1056	Eh
energy above the lowest of the compared OMol25 structures with the same formula, charge and spin	0.0	kcal/mol
Kohn-Sham gap	7.579	eV

Each line ends with the Löwdin charge.
Cartesian coordinates (Å):
Au -0.834 -0.767 0.403  0.93
C -3.289 0.767 -1.292  -0.33
N -3.333 0.000 -2.514  -0.16
C -2.394 -1.084 -2.730  -0.29
P -2.013 -2.086 -1.228  0.97
C -3.596 -2.669 -0.606  -0.37
C -3.773 -2.823 0.769  -0.09
C -4.989 -3.268 1.265  -0.06
C -6.030 -3.554 0.392  -0.06
C -5.858 -3.404 -0.978  -0.06
C -4.644 -2.966 -1.480  -0.08
C -1.049 -3.465 -1.857  -0.36
C 0.202 -3.196 -2.414  -0.09
C 0.975 -4.233 -2.904  -0.06
C 0.509 -5.540 -2.828  -0.06
C -0.728 -5.809 -2.263  -0.06
C -1.512 -4.773 -1.775  -0.07
C -4.586 -0.064 -3.172  -0.25
C -4.644 -0.476 -4.505  -0.04
C -5.860 -0.561 -5.161  -0.07
C -7.040 -0.218 -4.513  -0.09
C -6.983 0.215 -3.200  -0.07
C -5.770 0.289 -2.527  -0.03
P -1.610 1.130 -0.638  0.96
C -0.591 1.611 -2.035  -0.37
C 0.611 0.961 -2.298  -0.12
C 1.365 1.324 -3.405  -0.06
C 0.912 2.327 -4.250  -0.05
C -0.292 2.972 -3.994  -0.05
C -1.046 2.616 -2.889  -0.07
C -1.856 2.560 0.418  -0.37
C -3.007 2.683 1.195  -0.09
C -3.110 3.715 2.114  -0.06
C -2.069 4.619 2.266  -0.05
C -0.926 4.504 1.487  -0.05
C -0.817 3.476 0.565  -0.08
H -3.829 0.293 -0.455  0.09
H -3.767 1.734 -1.469  0.11
H -1.432 -0.732 -3.118  0.09
H -2.799 -1.762 -3.479  0.09
H -2.958 -2.612 1.451  0.08
H -5.121 -3.393 2.331  0.11
H -6.980 -3.897 0.781  0.11
H -6.670 -3.626 -1.657  0.11
H -4.523 -2.853 -2.550  0.11
H 0.578 -2.179 -2.455  0.09
H 1.945 -4.026 -3.336  0.11
H 1.118 -6.351 -3.204  0.11
H -1.084 -6.828 -2.197  0.11
H -2.475 -4.987 -1.330  0.11
H -3.733 -0.703 -5.045  0.11
H -5.881 -0.881 -6.195  0.11
H -7.987 -0.278 -5.031  0.11
H -7.890 0.490 -2.679  0.11
H -5.770 0.603 -1.493  0.10
H 0.967 0.177 -1.639  0.08
H 2.304 0.824 -3.604  0.11
H 1.499 2.607 -5.115  0.11
H -0.643 3.751 -4.657  0.11
H -1.983 3.124 -2.690  0.12
H -3.820 1.972 1.105  0.11
H -4.002 3.807 2.720  0.11
H -2.147 5.414 2.995  0.12
H -0.114 5.209 1.606  0.12
H 0.080 3.385 -0.035  0.10
C 0.413 3.330 6.173  -0.08
C 1.324 3.195 5.134  -0.07
C 1.029 2.400 4.038  -0.02
C -0.190 1.724 3.963  -0.21
C -1.104 1.881 5.006  -0.05
C -0.805 2.669 6.106  -0.08
C -0.606 0.901 2.809  -0.10
C 0.142 0.340 1.864  -0.27
C 1.615 0.275 1.804  -0.29
C 2.338 1.041 0.891  -0.07
C 3.724 0.993 0.868  -0.07
C 4.404 0.167 1.752  -0.08
C 3.691 -0.604 2.661  -0.05
C 2.307 -0.552 2.690  -0.03
H 0.651 3.948 7.028  0.11
H 2.274 3.713 5.177  0.11
H 1.748 2.318 3.235  0.11
H -2.059 1.371 4.953  0.11
H -1.523 2.769 6.909  0.11
H -1.685 0.780 2.748  0.09
H 1.814 1.706 0.215  0.09
H 4.274 1.607 0.166  0.11
H 5.485 0.128 1.736  0.11
H 4.217 -1.246 3.355  0.11
H 1.753 -1.140 3.411  0.11
O -0.020 -2.962 3.641  0.12
C -0.122 -2.680 2.508  -0.52
N -0.211 -2.467 1.324  -0.06

---

Entry from the OMol25 dataset: 2 unconnected molecules or ions with the total composition C35H38BF6NO3 in a non-equilibrium geometry (ωB97M-V/def2-TZVPD).

Summary:
spin multiplicity	1
LUMO energy	-0.1093	Eh
energy above the lowest of the compared OMol25 structures with the same formula, charge and spin	0.8	kcal/mol
Kohn-Sham gap	3.289	eV

Each line ends with the Löwdin charge.
Cartesian coordinates (Å):
C -2.037 5.797 -0.322  -0.02
C -1.042 4.650 -0.399  -0.48
C -0.038 4.901 -1.529  -0.01
O -0.359 4.551 0.838  0.04
B 0.014 3.155 0.957  -0.87
C 1.640 3.056 0.666  -0.05
C 2.135 1.912 0.078  0.04
C 3.504 1.800 -0.157  -0.12
C 4.046 0.526 -0.731  -0.52
F 4.662 0.732 -1.936  0.11
F 4.970 -0.045 0.103  0.11
F 3.065 -0.406 -0.936  0.09
C 4.382 2.831 0.139  0.03
C 3.851 3.984 0.698  -0.11
C 4.792 5.106 1.028  -0.52
F 4.154 6.178 1.581  0.11
F 5.753 4.705 1.919  0.11
F 5.448 5.558 -0.088  0.11
C 2.487 4.109 0.964  0.05
C -0.227 2.559 2.502  -0.08
C 0.031 1.124 2.649  -0.13
C -0.547 0.093 1.996  -0.16
C -0.183 -1.297 2.352  -0.12
O -0.722 2.346 0.014  0.03
C -1.716 3.185 -0.532  -0.49
C -2.979 3.107 0.325  -0.02
C -1.997 2.729 -1.955  -0.02
H -2.629 5.839 -1.244  0.08
H -2.709 5.684 0.535  0.08
H -1.500 6.746 -0.218  0.09
H -0.564 5.100 -2.471  0.08
H 0.574 5.779 -1.287  0.09
H 0.632 4.040 -1.674  0.09
H 1.479 1.091 -0.197  0.12
H 5.446 2.739 -0.056  0.14
H 2.114 5.036 1.394  0.13
H 0.483 3.118 3.127  0.10
H -1.247 2.855 2.794  0.10
H 0.757 0.850 3.424  0.11
H -1.277 0.245 1.205  0.09
H -0.897 -2.001 1.929  0.02
H 0.807 -1.572 1.967  0.08
H -0.162 -1.446 3.438  0.08
H -3.797 3.662 -0.150  0.08
H -3.289 2.061 0.436  0.08
H -2.801 3.528 1.326  0.09
H -2.739 3.387 -2.425  0.09
H -1.079 2.734 -2.555  0.08
H -2.397 1.707 -1.945  0.07
C 3.918 -7.076 1.791  -0.05
O 2.570 -7.243 2.284  -0.07
C 1.633 -6.367 1.826  -0.24
C 1.899 -5.349 0.874  0.01
C 0.894 -4.463 0.508  -0.01
C -0.409 -4.557 1.054  -0.21
C -1.475 -3.660 0.681  0.07
C -1.701 -3.216 -0.620  -0.11
C -2.864 -2.440 -1.053  -0.11
C -4.024 -2.038 -0.410  0.00
C -4.996 -1.341 -1.150  -0.05
C -4.805 -1.062 -2.511  -0.06
C -3.647 -1.502 -3.183  0.01
C -2.700 -2.187 -2.432  -0.15
N -1.521 -2.829 -2.850  -0.04
C -1.003 -2.867 -4.206  0.02
C -0.943 -3.459 -1.795  0.08
C -0.652 -5.593 1.999  0.00
C 0.323 -6.492 2.358  0.02
H 4.508 -7.833 2.308  0.10
H 3.950 -7.244 0.704  0.10
H 4.303 -6.071 2.025  0.10
H 2.895 -5.251 0.436  0.11
H 1.131 -3.675 -0.206  0.12
H -2.283 -3.498 1.397  0.14
H -4.161 -2.283 0.644  0.12
H -5.915 -1.023 -0.658  0.11
H -5.561 -0.503 -3.061  0.11
H -3.471 -1.319 -4.242  0.11
H -1.665 -2.292 -4.859  0.09
H 0.009 -2.440 -4.239  0.11
H -0.942 -3.899 -4.580  0.11
H -0.064 -4.085 -1.905  0.14
H -1.653 -5.681 2.424  0.13
H 0.131 -7.293 3.069  0.13